C24H27CoI2N2O5SSi as an isolated structure. Source: the Open Molecules 2025 dataset; level of theory: wB97M-V/def2-TZVPD.

Positions of all 63 atoms, in Å:
Co1 0.043 -0.267 0.054
C1 1.921 2.267 2.566
C2 0.726 1.997 1.673
C3 0.049 3.275 1.213
O1 1.185 1.291 0.469
C4 -0.290 1.104 2.393
O2 -0.691 1.439 3.495
O3 -0.658 0.047 1.757
H1 2.625 2.938 2.070
H2 2.439 1.340 2.820
H3 1.564 2.723 3.488
H4 0.781 3.932 0.740
H5 -0.379 3.774 2.082
H6 -0.745 3.047 0.502
H7 2.069 0.915 0.667
O4 -2.932 -3.431 -0.057
S1 -2.271 -2.321 0.585
O5 -3.056 -1.189 0.962
N1 -1.011 -1.838 -0.336
C5 -0.557 -2.521 -1.453
C6 -0.910 -3.764 -1.952
C7 -0.324 -4.262 -3.132
C8 0.606 -3.564 -3.851
C9 1.009 -2.299 -3.373
C10 1.968 -1.481 -4.012
C11 2.309 -0.273 -3.477
C12 1.707 0.133 -2.273
N2 0.828 -0.618 -1.659
C13 0.442 -1.811 -2.184
C14 -1.492 -2.966 2.040
C15 -1.512 -2.244 3.221
C16 -0.858 -2.758 4.333
C17 -0.198 -3.976 4.255
C18 -0.193 -4.696 3.066
C19 -0.844 -4.192 1.953
H8 -1.658 -4.354 -1.453
H9 -0.641 -5.239 -3.476
H10 1.039 -3.959 -4.761
H11 2.428 -1.832 -4.928
H12 3.040 0.370 -3.944
H13 1.955 1.074 -1.802
H14 -2.005 -1.283 3.250
H15 -0.853 -2.192 5.255
H16 0.321 -4.364 5.122
H17 0.326 -5.644 3.005
H18 -0.847 -4.739 1.018
I1 2.071 -1.928 1.129
I2 4.434 0.050 0.307
C20 -4.899 2.397 -0.976
Si1 -3.412 2.390 -2.109
C21 -3.846 1.531 -3.716
C22 -2.892 4.155 -2.478
C23 -2.049 1.505 -1.303
C24 -1.214 0.807 -0.764
H19 -5.772 2.846 -1.456
H20 -4.681 2.957 -0.064
H21 -5.147 1.376 -0.681
H22 -4.670 2.037 -4.228
H23 -4.143 0.498 -3.523
H24 -2.985 1.511 -4.387
H25 -3.697 4.715 -2.963
H26 -2.021 4.170 -3.137
H27 -2.624 4.675 -1.556

Values from the calculation:
* strongest force on any atom: 0.2 eV/Å
* total charge: -1
* LUMO energy (alpha / beta): 2.1 / 0.8 eV
* HOMO (alpha / beta): -0.1934 / -0.1972 Eh
* E: -4082.47499 Eh
* orbital gap (alpha / beta): 7.4 / 6.1 eV
* spin multiplicity: 2


A 2-piece molecular cluster, C4H12 overall at a distorted geometry. Source: the Open Molecules 2025 dataset; level of theory: wB97M-V/def2-TZVPD.

Positions of all 16 atoms, in Å:
C1 1.583 1.947 -0.570
C2 1.128 2.604 0.751
H1 2.605 2.204 -0.851
H2 1.772 0.872 -0.394
H3 0.840 2.004 -1.356
H4 1.944 2.952 1.365
H5 0.708 1.860 1.432
H6 0.416 3.363 0.439
C3 -1.199 -1.930 0.589
C4 -1.454 -2.474 -0.842
H7 -2.081 -2.019 1.231
H8 -0.615 -2.672 1.143
H9 -0.858 -0.902 0.572
H10 -1.071 -1.787 -1.589
H11 -2.542 -2.502 -0.970
H12 -1.175 -3.519 -0.951

Values from the calculation:
* strongest force on any atom: 2.3 eV/Å
* total charge: 0
* LUMO energy: 1.1 eV
* energy above the lowest of the compared OMol25 structures with the same formula, charge and spin: 16.3 kcal/mol
* HOMO: -0.4147 Eh
* E: -159.55897 Eh
* orbital gap: 12.4 eV
* spin multiplicity: 1


An isolated molecule of C4H7NO. Source: the Open Molecules 2025 dataset; level of theory: wB97M-V/def2-TZVPD.

Positions of all 13 atoms, in Å:
C1 2.262 0.216 0.311
N1 0.898 -0.233 0.090
C2 -0.018 0.635 0.168
C3 -1.457 0.261 0.005
C4 -1.839 -1.023 -0.590
O1 -1.914 -0.822 0.808
H1 2.337 0.981 1.096
H2 2.671 0.633 -0.616
H3 2.885 -0.636 0.593
H4 0.187 1.697 0.371
H5 -2.154 1.098 -0.051
H6 -2.797 -1.111 -1.102
H7 -1.043 -1.688 -0.920

Values from the calculation:
* strongest force on any atom: 0.5 eV/Å
* total charge: 0
* LUMO energy: 1.1 eV
* energy above the lowest of the compared OMol25 structures with the same formula, charge and spin: 61.8 kcal/mol
* HOMO: -0.3613 Eh
* E: -286.53318 Eh
* orbital gap: 10.9 eV
* spin multiplicity: 1


A 3-piece molecular cluster, C3H5NOS overall at a distorted geometry. Source: the Open Molecules 2025 dataset; level of theory: wB97M-V/def2-TZVPD.

Positions of all 11 atoms, in Å:
C1 -0.685 0.008 -0.522
C2 0.577 0.514 -1.195
C3 0.729 -0.967 0.944
N1 -0.502 -0.718 0.511
O1 1.010 -1.569 2.031
S1 1.922 -0.048 -0.242
H1 -1.667 0.170 -0.963
H2 0.627 0.094 -2.173
H3 0.500 1.599 -1.276
H4 2.204 -2.525 2.251
H5 2.996 -3.000 2.494

Values from the calculation:
* strongest force on any atom: 6.1 eV/Å
* total charge: 0
* LUMO energy (alpha / beta): -1.0 / -1.0 eV
* energy above the lowest of the compared OMol25 structures with the same formula, charge and spin: 70.5 kcal/mol
* HOMO (alpha / beta): -0.3601 / -0.3601 Eh
* E: -645.39940 Eh
* orbital gap (alpha / beta): 8.8 / 8.8 eV
* spin multiplicity: 1